Density functional theory data (ωB97M-V with the def2-TZVPD basis set) for 12 unconnected molecules or ions with the total composition C5H33NO13.

HOMO energy, eV: -10.31
Energy relative to the best compared isomer or geometry (same formula, charge and spin), kJ/mol: 248.8
F_max, eV/A: 2.56
Molar mass, g mol⁻¹: 315.313
Kohn-Sham gap, hartree: 0.3804
SMILES: C[C@H](O)CCNC=O.O.O.O.O.O.O.O.O.O.O.O

Geometry (Å):
C (0.134, -1.684, 0.347)
C (-1.184, -1.147, -0.120)
O (-2.243, -2.080, -0.161)
C (-1.093, -0.427, -1.456)
C (-0.022, 0.685, -1.442)
N (-0.266, 1.599, -0.359)
C (-0.960, 2.715, -0.488)
O (-1.228, 3.467, 0.454)
H (0.637, -2.520, -0.180)
H (0.101, -2.075, 1.378)
H (0.886, -0.884, 0.311)
H (-1.519, -0.389, 0.630)
H (-1.985, -2.864, 0.339)
H (-0.845, -1.224, -2.167)
H (-2.001, 0.023, -1.833)
H (0.015, 1.050, -2.493)
H (1.016, 0.340, -1.495)
H (0.133, 1.237, 0.495)
H (-1.339, 2.959, -1.489)
O (0.982, 0.792, 3.164)
H (0.314, 1.519, 3.100)
H (0.707, 0.195, 3.865)
O (4.670, -0.303, 0.469)
H (3.893, 0.273, 0.691)
H (4.518, -0.885, 1.237)
O (3.497, -1.747, -4.252)
H (3.910, -2.608, -4.152)
H (2.548, -1.876, -4.328)
O (4.609, -1.687, -1.721)
H (5.003, -1.089, -2.378)
H (4.678, -1.208, -0.844)
O (-1.214, 2.403, 2.784)
H (-1.070, 2.446, 1.798)
H (-1.492, 3.301, 2.988)
O (-3.742, 1.529, -3.130)
H (-3.463, 1.849, -2.255)
H (-4.504, 0.984, -2.905)
O (-3.035, 1.550, 0.361)
H (-3.688, 2.118, 0.782)
H (-3.392, 0.639, 0.382)
O (-2.449, 0.045, 3.338)
H (-1.969, 0.735, 2.825)
H (-3.204, 0.558, 3.655)
O (3.294, -3.973, -2.294)
H (4.067, -3.398, -2.092)
H (2.568, -3.619, -1.778)
O (-4.629, -0.633, 0.729)
H (-4.913, -0.680, 1.648)
H (-3.820, -1.167, 0.641)
O (3.307, 1.609, 2.176)
H (2.534, 1.108, 2.572)
H (3.251, 2.442, 2.651)